(1)
Molecular formula: C44H70ClFN5O4S3
Method: DFT, ωB97M-V/def2-TZVPD

Element x y z (Å)
C: 4.66391 0.80336 4.08043
C: 5.98544 1.54174 3.64821
S: 7.07735 0.49129 2.59290
C: 6.43204 0.58657 0.86373
C: 4.88743 0.54560 0.72406
N: 4.23084 1.76433 0.63078
C: 2.88869 1.33393 0.47094
N: 1.93951 2.24610 0.30405
C: 2.40748 3.66683 0.35224
C: 0.49796 2.05103 0.07523
C: -0.34230 1.64762 1.34380
C: -1.87233 1.35485 1.05221
S: -2.34784 1.52673 -0.71923
C: -3.06576 -0.10424 -1.18836
S: -2.05851 -1.19487 -1.89944
N: -4.46602 -0.40569 -0.92091
C: -4.67577 -1.76079 -0.44448
C: -5.52476 -2.76367 -1.07927
C: -5.63625 -4.11292 -0.49824
C: -4.94724 -4.50026 0.72607
C: -4.11529 -3.48840 1.38362
C: -3.99971 -2.15947 0.79783
C: -5.24760 -0.08512 -2.11573
C: -5.04686 -0.64667 -3.44589
C: -5.88688 -0.30366 -4.58372
C: -6.97838 0.65188 -4.43218
C: -7.16311 1.24637 -3.10643
C: -6.32988 0.90442 -1.95584
N: 2.71412 -0.04365 0.50151
C: 1.59737 -0.98694 0.42338
C: 1.23504 -1.67066 1.83720
C: 1.86161 -0.94069 3.07471
Cl: -0.57874 -1.91348 1.99610
N: 4.00331 -0.50164 0.67260
C: 4.48180 -1.89138 0.76009
F: 5.43277 -2.07205 1.77222
C: 5.02657 -2.34662 -0.67508
C: 4.21680 -3.64123 -1.13869
H: 3.93036 0.84183 3.23993
H: 4.88974 -0.23948 4.41088
H: 4.19364 1.34936 4.94604
H: 5.72508 2.52148 3.15328
H: 6.54971 1.80905 4.58624
H: 6.91974 -0.17637 0.19502
H: 6.75308 1.59193 0.46876
H: 3.16619 3.88845 -0.43922
H: 2.92159 3.85854 1.33885
H: 1.56365 4.39166 0.29552
H: 0.05489 3.01553 -0.30113
H: 0.38929 1.33955 -0.79315
H: 0.07031 0.79785 1.93864
H: -0.31846 2.54233 2.03388
H: -2.18730 0.35732 1.46677
H: -2.49612 2.10169 1.62185
H: -6.09422 -2.52568 -2.00345
H: -6.29577 -4.85708 -1.00039
H: -5.01519 -5.50458 1.19582
H: -3.57615 -3.67414 2.33655
H: -3.35990 -1.41065 1.31368
H: -4.21805 -1.37081 -3.60805
H: -5.67466 -0.78017 -5.56564
H: -7.64354 0.90034 -5.29543
H: -7.98689 1.99586 -2.98854
H: -6.53053 1.40709 -0.97755
H: 0.66847 -0.61666 -0.06479
H: 1.95144 -1.85224 -0.21171
H: 1.65202 -2.71696 1.83733
H: 1.84836 0.17908 2.96068
H: 1.30653 -1.14756 4.03222
H: 2.94278 -1.23358 3.15545
H: 3.65648 -2.62048 0.99570
H: 6.13492 -2.47020 -0.69888
H: 4.71531 -1.51908 -1.37458
H: 3.25651 -3.38777 -1.67155
H: 4.79424 -4.28805 -1.84778
H: 3.92264 -4.30349 -0.27231
C: -8.37641 5.75029 -0.07394
C: -9.20742 6.15177 -1.27812
C: -9.57846 4.80244 -1.86603
O: -9.65190 3.87972 -0.77210
C: -9.08969 4.49417 0.39444
H: -8.31880 6.51936 0.69671
H: -7.35768 5.50612 -0.39044
H: -10.10872 6.67657 -0.94883
H: -8.67875 6.79314 -1.98367
H: -8.80669 4.44411 -2.55689
H: -10.53414 4.82309 -2.39288
H: -9.91171 4.73546 1.07656
H: -8.41970 3.79080 0.89279
C: 7.30272 -4.22792 -5.36774
C: 8.20775 -4.25637 -4.15200
C: 7.79328 -2.99194 -3.42228
O: 6.40582 -2.77299 -3.72199
C: 6.02276 -3.64993 -4.79337
H: 7.15805 -5.20400 -5.83057
H: 7.71400 -3.54987 -6.12088
H: 7.97900 -5.13364 -3.53962
H: 9.26998 -4.27854 -4.39492
H: 8.35524 -2.12357 -3.78121
H: 7.92633 -3.06994 -2.34045
H: 5.38639 -4.43662 -4.37246
H: 5.44465 -3.09333 -5.53274
C: 1.07243 2.21792 -4.69723
C: -0.43009 2.14217 -4.89566
C: -0.93976 3.01759 -3.76575
O: 0.06372 4.01690 -3.53022
C: 1.25680 3.65360 -4.23683
H: 1.64667 1.98160 -5.59331
H: 1.37751 1.52791 -3.90316
H: -0.69954 2.58182 -5.86014
H: -0.82810 1.12746 -4.86088
H: -1.06330 2.44369 -2.84293
H: -1.88919 3.50028 -4.00491
H: 1.36301 4.33290 -5.08883
H: 2.12295 3.77808 -3.58301
C: 0.47478 -1.92535 8.95849
C: -0.55285 -2.51024 8.00747
C: 0.07087 -2.21883 6.65477
O: 1.49169 -2.23645 6.84038
C: 1.77773 -2.24288 8.24659
H: 0.42826 -2.34037 9.96521
H: 0.34129 -0.84179 9.02876
H: -0.62687 -3.59069 8.15996
H: -1.54915 -2.08184 8.11826
H: -0.20856 -1.22167 6.29444
H: -0.20838 -2.95373 5.89640
H: 2.14147 -3.24116 8.51096
H: 2.56366 -1.51772 8.46445

The HOMO energy comes out at -0.3739 hartree. Its frontier orbital gap is 7.25 eV. Its total charge is +1.

=====

(2)
Molecular formula: C44H70F4O5
Method: DFT, ωB97M-V/def2-TZVPD

Element x y z (Å)
F: 13.97308 7.92560 15.76018
C: 13.43825 9.14983 16.03824
C: 14.16067 10.19915 15.48218
C: 13.56176 11.45132 15.67630
C: 12.34393 11.60354 16.31472
C: 11.63576 10.45281 16.67220
C: 12.19680 9.22380 16.59297
H: 15.17882 10.04116 15.11700
H: 14.12432 12.29789 15.24764
H: 11.86565 12.60456 16.40390
H: 10.75942 10.58353 17.23527
H: 11.67080 8.31703 16.89682
F: 20.76636 14.13039 11.98340
C: 20.82096 12.74543 12.12339
C: 21.89725 12.19342 12.77931
C: 21.89274 10.85489 13.13775
C: 20.82338 10.10802 12.70815
C: 19.75808 10.70041 12.02477
C: 19.70277 12.04890 11.68196
H: 22.71240 12.81677 13.10251
H: 22.65552 10.35120 13.68132
H: 20.76192 8.99699 12.75821
H: 18.85499 10.11565 11.76268
H: 18.82907 12.65425 11.33839
F: 17.75048 10.04695 17.02254
C: 17.77723 11.36433 16.52362
C: 18.95250 11.71882 15.82399
C: 19.11064 12.95639 15.31688
C: 18.12189 13.86710 15.52306
C: 16.87867 13.45400 16.13164
C: 16.67617 12.19113 16.65720
H: 19.80871 11.06517 15.63588
H: 20.05659 13.31965 14.86066
H: 18.16536 14.90503 15.22576
H: 16.07676 14.21051 16.29048
H: 15.87019 11.89523 17.26625
F: 14.31408 11.30010 9.30819
C: 14.72333 12.03886 10.33303
C: 14.33962 13.39199 10.48317
C: 14.90280 14.14810 11.53908
C: 15.70429 13.52668 12.52129
C: 15.90148 12.15940 12.43999
C: 15.51590 11.46262 11.34789
H: 13.67433 13.80540 9.71351
H: 14.80750 15.28243 11.62805
H: 16.11405 14.10885 13.36132
H: 16.46048 11.60486 13.20513
H: 15.88086 10.47355 11.06664
C: 10.85270 12.61224 8.66338
C: 9.90575 13.77923 8.82364
O: 10.28516 14.72167 9.76291
C: 9.44104 15.85523 9.70604
C: 9.77416 16.74858 10.90563
H: 10.24144 11.81013 8.23225
H: 11.74855 12.81748 8.02029
H: 11.21139 12.23956 9.55522
H: 9.77023 14.29876 7.87339
H: 8.96883 13.27630 9.10482
H: 9.54680 16.41870 8.82190
H: 8.41325 15.52742 9.62628
H: 9.57809 17.75800 10.53636
H: 10.82402 16.66520 11.05885
H: 9.17704 16.64558 11.83990
C: 14.47701 8.20298 11.03254
C: 15.23742 6.93154 10.92568
O: 16.46372 6.96644 11.56483
C: 16.38848 6.81571 12.94334
C: 17.72388 7.20126 13.59314
H: 14.78546 8.84039 10.21212
H: 13.40147 8.08910 10.93797
H: 14.69148 8.66493 11.99794
H: 14.62180 6.06738 11.30940
H: 15.40425 6.66654 9.88955
H: 15.64119 7.57089 13.36584
H: 16.04774 5.75101 13.18776
H: 17.91936 8.23097 13.20671
H: 18.41579 6.57680 13.18818
H: 17.71685 7.35380 14.68111
C: 8.74914 9.67663 10.71687
C: 10.06496 9.40226 11.29200
O: 10.13243 9.77210 12.64423
C: 11.45678 9.59079 13.11436
C: 12.28082 10.84693 12.90405
H: 7.85805 9.27046 11.25004
H: 8.55355 10.71884 10.60896
H: 8.60391 9.28415 9.73489
H: 10.39220 8.37394 11.10434
H: 10.79564 10.02243 10.69573
H: 11.40405 9.41225 14.15595
H: 11.99348 8.78322 12.67100
H: 12.02904 11.68113 13.52447
H: 12.31567 11.18462 11.86286
H: 13.28850 10.60671 13.26842
C: 8.51458 13.55175 13.31039
C: 8.96180 14.10462 14.70168
O: 10.35036 14.14861 14.92858
C: 11.15377 14.82845 13.95549
C: 12.57963 15.02240 14.39326
H: 8.81875 12.50596 13.08566
H: 7.40487 13.56622 13.15132
H: 8.87556 14.28341 12.52137
H: 8.36868 15.14753 14.83183
H: 8.52985 13.49055 15.52088
H: 11.14599 14.28558 12.97431
H: 10.66475 15.80571 13.68256
H: 13.16646 15.16195 13.52266
H: 12.90614 14.09325 14.84640
H: 12.76070 15.85874 15.08017
C: 17.87955 8.96973 9.17448
C: 19.17767 8.23148 9.22586
O: 20.20200 9.20333 9.08997
C: 21.51324 8.69478 9.16013
C: 22.46890 9.80516 8.79877
H: 17.69823 9.41527 8.21741
H: 17.06592 8.32052 9.50682
H: 17.94752 9.81475 9.86218
H: 19.31837 7.70844 10.18685
H: 19.25343 7.53533 8.38028
H: 21.70884 8.34970 10.18108
H: 21.58509 7.83798 8.49258
H: 22.44809 10.64436 9.56808
H: 22.15473 10.24553 7.85383
H: 23.49553 9.48499 8.63064

The HOMO energy comes out at -0.3363 hartree. The SMILES is Fc1ccccc1.Fc1ccccc1.Fc1ccccc1.Fc1ccccc1.CCOCC.CCOCC.CCOCC.CCOCC.CCOCC. Its frontier orbital gap is 9.91 eV.

=====

(3)
Molecular formula: C44H71ClN14O4S
Method: DFT, ωB97M-V/def2-TZVPD

Element x y z (Å)
C: 2.93123 -3.11354 0.68048
C: 2.21660 -1.80028 0.26938
O: 3.13518 -0.72940 0.48064
C: 2.66409 0.48651 -0.09335
C: 2.11787 1.39689 1.03359
O: 1.26672 0.64197 1.91259
C: -0.08349 0.95162 1.78679
S: -0.97298 -0.47695 2.54530
Cl: -0.64133 0.99037 0.07173
O: -0.26070 2.16745 2.45297
C: -1.58922 2.57924 2.61840
O: -2.17772 2.31560 3.57179
C: -2.24043 3.46092 1.55328
C: -3.77439 3.37875 1.51305
C: -4.34624 2.39785 0.46764
C: -3.88342 2.65988 -0.98132
C: -4.15128 0.91270 0.86591
C: -5.15886 0.44112 1.94495
C: -5.95261 -0.72193 1.35769
C: -5.35294 -1.97903 1.42259
C: -5.30015 -2.79014 2.71768
C: -4.67066 -2.62549 0.23064
H: 2.28315 -3.76830 1.27115
H: 3.83410 -2.93027 1.26361
H: 3.18195 -3.64946 -0.24143
H: 1.87668 -1.87912 -0.76922
H: 1.36665 -1.68174 0.95590
H: 3.51272 0.94551 -0.61481
H: 1.91483 0.22886 -0.85107
H: 2.99879 1.67381 1.62832
H: 1.68594 2.33563 0.67619
H: -0.23090 -0.62872 3.66931
H: -1.77953 3.32471 0.57413
H: -1.98247 4.49419 1.83341
H: -4.13060 4.37992 1.22929
H: -4.23880 3.15894 2.47721
H: -5.43595 2.54838 0.46856
H: -4.22150 1.81157 -1.59169
H: -4.38817 3.54102 -1.39367
H: -2.79785 2.73208 -1.10519
H: -4.36687 0.33899 -0.04791
H: -3.12079 0.67985 1.14527
H: -5.81685 1.24010 2.30769
H: -4.56494 0.06594 2.79634
H: -6.92621 -0.55304 0.89603
H: -5.89298 -3.69062 2.52632
H: -5.64648 -2.20321 3.57131
H: -4.25689 -3.12875 2.86190
H: -5.29569 -2.61105 -0.67993
H: -4.40678 -3.66189 0.48379
H: -3.72954 -2.09946 0.02536
C: 5.11286 3.44356 3.56504
C: 5.30851 3.78470 2.15056
N: 5.46719 4.05536 1.05726
H: 5.93163 2.81633 3.91235
H: 5.08713 4.35496 4.15808
H: 4.17452 2.90464 3.69290
C: -2.59646 -0.92090 -3.14473
C: -3.87806 -1.57853 -2.86348
N: -4.86729 -2.09232 -2.64570
H: -2.27882 -0.34966 -2.27353
H: -1.83931 -1.66849 -3.37783
H: -2.70579 -0.24801 -3.99360
C: 1.37775 2.08136 -3.75745
C: 1.55899 0.62558 -3.86679
N: 1.70284 -0.50002 -3.94270
H: 0.73086 2.31362 -2.91326
H: 2.33891 2.55972 -3.60348
H: 0.93025 2.46750 -4.67054
C: 1.17622 -1.16905 -7.61286
C: 1.48339 0.20171 -7.20217
N: 1.72169 1.25926 -6.86025
H: 2.08414 -1.66215 -7.95670
H: 0.77108 -1.72336 -6.76765
H: 0.44527 -1.16330 -8.41892
C: 4.02293 -1.32827 3.61366
C: 4.60907 -0.51341 4.68516
N: 5.07467 0.11779 5.50788
H: 3.35423 -2.07535 4.03789
H: 3.46134 -0.69224 2.93071
H: 4.81265 -1.83123 3.05943
C: 7.74320 7.14877 2.61016
C: 7.04508 6.47906 3.71216
N: 6.49943 5.96038 4.56256
H: 8.80560 6.91692 2.65224
H: 7.33940 6.80589 1.65903
H: 7.60892 8.22579 2.68954
C: 3.17143 -4.24679 -4.08232
C: 1.96481 -4.01770 -4.88326
N: 1.03365 -3.84018 -5.50838
H: 4.05357 -4.17148 -4.71641
H: 3.23468 -3.49881 -3.29387
H: 3.13436 -5.23828 -3.63447
C: -3.06276 -5.09947 5.68445
C: -2.97203 -4.90764 4.23234
N: -2.90180 -4.75868 3.10809
H: -2.25049 -5.73924 6.02439
H: -2.99407 -4.13801 6.19008
H: -4.01105 -5.56549 5.93777
C: -8.79998 1.37601 4.45314
C: -8.62990 1.64080 3.02044
N: -8.49840 1.84095 1.91069
H: -7.98788 0.74426 4.80868
H: -8.79116 2.31384 5.00518
H: -9.74784 0.86961 4.62442
C: 5.30678 0.48686 -6.06056
C: 5.46901 -0.96961 -6.14602
N: 5.58977 -2.09708 -6.21235
H: 4.63962 0.73267 -5.23621
H: 6.27320 0.95900 -5.89213
H: 4.87960 0.86622 -6.98676
C: -6.61767 -7.91327 5.92191
C: -5.87386 -7.07241 6.86732
N: -5.29794 -6.41987 7.59791
H: -7.30018 -8.56325 6.46575
H: -7.18872 -7.28524 5.24082
H: -5.92403 -8.52418 5.34736
C: 8.36393 -0.96175 3.46255
C: 8.56108 -2.41524 3.41171
N: 8.71093 -3.54021 3.37226
H: 7.69413 -0.70761 4.28342
H: 9.31910 -0.46320 3.61509
H: 7.92785 -0.61556 2.52690
C: -2.74204 0.58048 -9.68608
C: -2.22572 -0.72497 -9.25809
N: -1.82689 -1.73583 -8.92679
H: -1.96226 1.33410 -9.59185
H: -3.06362 0.52708 -10.72428
H: -3.58899 0.86336 -9.06412
C: 4.05477 5.78813 -3.82558
C: 2.95999 5.19591 -3.04926
N: 2.11392 4.73739 -2.44637
H: 4.82382 6.15999 -3.15141
H: 4.48877 5.03714 -4.48323
H: 3.67620 6.61261 -4.42646

The HOMO energy comes out at -0.2203 hartree. Its energy relative to the best compared isomer or geometry (same formula, charge and spin) is 0.950 eV. Its frontier orbital gap is 6.20 eV.

=====

Q: The lowest frontier orbital gap belongs to which entry?
A: C44H71ClN14O4S

=====

Q: Among the records above, which one has the highest HOMO?
A: C44H71ClN14O4S

=====

Q: The lowest HOMO belongs to which entry?
A: C44H70ClFN5O4S3

=====

Q: Among the records above, which one has the highest HOMO?
A: C44H71ClN14O4S